Here is a cluster of 2 separate species, C16H27BCl2O5P in total at a distorted geometry from the Open Molecules 2025 dataset. Energies are from ωB97M-V with the def2-TZVPD basis set.

```
! wB97M-V def2-TZVPD RIJCOSX def2/J DEFGRID3
* xyz 1 1
C -1.667 4.797 0.692
C -0.455 4.643 -0.266
C -0.112 5.958 -0.967
C -0.620 3.447 -1.254
C 0.195 2.253 -0.689
P -0.274 0.608 -1.347
C 1.327 -0.266 -1.761
O 1.126 -1.656 -1.715
C 2.029 -2.317 -0.881
C 3.279 -2.668 -1.296
C 4.116 -3.346 -0.450
C 3.671 -3.660 0.810
C 2.430 -3.284 1.251
C 1.611 -2.604 0.384
C -1.298 0.661 -2.868
C -2.816 0.639 -2.611
O -3.449 -0.389 -2.653
O -3.477 1.846 -2.383
B -1.236 -0.485 -0.019
O -1.202 -0.028 1.284
O -1.860 -1.600 -0.400
H -1.286 4.943 1.706
H -2.334 3.932 0.690
H -2.200 5.718 0.446
H 0.407 4.402 0.370
H 0.766 5.880 -1.613
H 0.168 6.674 -0.185
H -0.971 6.401 -1.478
H -1.676 3.225 -1.413
H -0.162 3.746 -2.202
H 0.086 2.232 0.400
H 1.246 2.433 -0.931
H 2.071 0.071 -1.032
H 1.586 0.027 -2.786
H 3.617 -2.415 -2.296
H 5.107 -3.662 -0.745
H 4.312 -4.217 1.486
H 2.078 -3.516 2.247
H 0.622 -2.313 0.760
H -1.101 -0.280 -3.395
H -1.020 1.461 -3.560
H -3.444 1.995 -1.427
H -0.266 0.023 1.536
H -1.590 -2.374 0.125
Cl -0.742 -3.935 1.820
C -1.501 -4.365 3.383
C -0.475 -4.767 4.411
Cl 0.304 -6.315 4.008
H -2.219 -5.160 3.198
H -2.046 -3.487 3.726
H -0.959 -4.893 5.378
H 0.304 -4.014 4.513
*
```

Values from the calculation:
maximum force: 1.98 eV/A
HOMO level: -12.34 eV

***

Here is a structure of composition C24H28AsIrN5 from the Open Molecules 2025 dataset. Energies are from ωB97M-V with the def2-TZVPD basis set.

```
! wB97M-V def2-TZVPD RIJCOSX def2/J DEFGRID3
* xyz 4 2
Ir 0.559 0.640 -0.390
C -1.323 2.709 3.492
C -0.738 2.682 2.116
C 0.664 2.442 1.959
C 1.307 2.675 0.757
C 0.536 2.948 -0.411
C -0.860 2.955 -0.296
C -1.474 2.928 0.982
H -1.032 1.828 4.067
H -2.407 2.799 3.474
H -0.933 3.573 4.037
H 1.258 2.210 2.837
H 2.390 2.714 0.726
H 0.995 3.311 -1.317
H -1.454 3.170 -1.177
H -2.533 3.152 1.051
N -3.092 -0.744 1.656
C -2.268 0.007 0.922
N -1.006 -0.301 0.712
C -0.547 -1.506 1.245
N 0.692 -1.923 0.968
N 1.339 -1.082 0.167
C 2.597 -1.314 -0.136
C 3.231 -0.327 -0.947
C 4.547 -0.468 -1.362
C 5.110 0.505 -2.189
C 4.315 1.562 -2.576
C 2.992 1.652 -2.116
N 2.448 0.755 -1.304
C -1.364 -2.330 2.070
C -0.925 -3.522 2.669
C -1.804 -4.237 3.442
C -3.145 -3.795 3.638
C -3.610 -2.637 3.062
C -2.721 -1.904 2.281
H -4.055 -0.426 1.756
H -2.682 0.902 0.486
H 3.087 -2.212 0.227
H 5.119 -1.331 -1.043
H 6.138 0.424 -2.522
H 4.691 2.340 -3.228
H 2.382 2.484 -2.432
H 0.090 -3.860 2.524
H -1.484 -5.155 3.918
H -3.808 -4.390 4.256
H -4.631 -2.306 3.210
C -1.895 -1.278 -2.310
As -0.243 -0.306 -2.489
C 0.996 -1.526 -3.312
C -0.567 1.106 -3.753
H -2.150 -1.656 -3.302
H -2.692 -0.616 -1.978
H -1.779 -2.126 -1.636
H 0.532 -1.863 -4.241
H 1.175 -2.394 -2.680
H 1.931 -1.024 -3.555
H -0.862 0.646 -4.698
H 0.336 1.693 -3.911
H -1.374 1.745 -3.399
*
```

Values from the calculation:
maximum force: 0.25 eV/A
energy above the lowest of the compared OMol25 structures with the same formula, charge and spin: 0.000 eV
HOMO level (spin up / spin down): -20.80 / -21.01 eV

***

Here is the molecule C19H27FN2O3S at a distorted geometry from the Open Molecules 2025 dataset. Energies are from ωB97M-V with the def2-TZVPD basis set.

```
! wB97M-V def2-TZVPD RIJCOSX def2/J DEFGRID3
* xyz 0 1
O -0.506 -1.713 -1.859
C -0.122 -1.091 -0.893
N -0.944 -0.388 -0.088
C -2.381 -0.304 -0.285
C -2.770 1.166 -0.448
C -4.267 1.411 -0.629
C -5.063 1.211 0.662
C -5.554 -0.220 0.900
C -4.566 -1.327 0.521
C -3.106 -1.024 0.858
C 1.344 -1.053 -0.453
C 2.267 -1.224 -1.665
C 3.618 -1.836 -1.257
N 3.953 -1.567 0.119
S 4.817 -0.203 0.467
O 5.142 -0.258 1.861
O 5.864 -0.105 -0.504
C 3.722 1.209 0.228
C 2.945 1.649 1.284
C 2.058 2.696 1.093
C 1.983 3.276 -0.163
F 1.111 4.281 -0.359
C 2.778 2.862 -1.220
C 3.659 1.814 -1.013
C 3.026 -2.080 1.102
C 1.598 -2.184 0.548
H -0.564 0.107 0.703
H -2.575 -0.842 -1.219
H -2.235 1.557 -1.317
H -2.425 1.724 0.428
H -4.393 2.445 -0.958
H -4.658 0.767 -1.417
H -5.940 1.862 0.647
H -4.447 1.533 1.503
H -6.472 -0.382 0.331
H -5.812 -0.314 1.957
H -4.636 -1.535 -0.548
H -4.872 -2.237 1.040
H -2.581 -1.968 1.025
H -3.040 -0.439 1.777
H 1.539 -0.096 0.041
H 1.767 -1.879 -2.381
H 2.410 -0.254 -2.143
H 4.434 -1.437 -1.858
H 3.598 -2.923 -1.384
H 3.056 1.177 2.247
H 1.438 3.067 1.893
H 2.700 3.357 -2.175
H 4.314 1.466 -1.795
H 3.073 -1.411 1.962
H 3.370 -3.068 1.431
H 1.460 -3.136 0.034
H 0.884 -2.140 1.372
*
```

Values from the calculation:
maximum force: 1.16 eV/A
energy above the lowest of the compared OMol25 structures with the same formula, charge and spin: 0.194 eV
HOMO level: -9.35 eV

***

Here is a structure of composition C7H9Br2FO4SYb at a distorted geometry from the Open Molecules 2025 dataset. Energies are from ωB97M-V with the def2-TZVPD basis set.

```
! wB97M-V def2-TZVPD RIJCOSX def2/J DEFGRID3
* xyz 2 1
C 3.287 -2.079 0.367
C 2.554 -1.041 -0.430
C 1.461 -0.116 0.377
F 0.982 -0.885 1.585
O 2.366 0.882 1.036
S 2.087 2.273 0.080
O 3.053 2.441 -1.136
O 2.523 3.496 0.974
O 0.422 2.019 -0.200
C 0.262 0.588 -0.552
Br 0.580 0.640 -2.566
C -1.224 -0.102 -0.497
Br -0.981 -2.056 -0.862
C -2.074 0.192 0.879
C -3.677 -0.072 0.479
H 3.404 -1.979 1.537
H 3.786 -2.954 -0.247
H 2.849 -0.937 -1.561
H -1.854 0.392 -1.381
H -1.721 -0.549 1.736
H -2.032 1.305 1.253
H -4.299 -0.524 1.363
H -4.144 0.929 0.079
H -3.709 -0.842 -0.430
Yb -3.899 -1.019 -1.883
*
```

Values from the calculation:
maximum force: 10.74 eV/A
energy above the lowest of the compared OMol25 structures with the same formula, charge and spin: 7.793 eV
HOMO level: -14.71 eV

***

Repeat the fourth record exactly.
Here is a structure of composition C7H9Br2FO4SYb at a distorted geometry from the Open Molecules 2025 dataset. Energies are from ωB97M-V with the def2-TZVPD basis set.

```
! wB97M-V def2-TZVPD RIJCOSX def2/J DEFGRID3
* xyz 2 1
C 3.287 -2.079 0.367
C 2.554 -1.041 -0.430
C 1.461 -0.116 0.377
F 0.982 -0.885 1.585
O 2.366 0.882 1.036
S 2.087 2.273 0.080
O 3.053 2.441 -1.136
O 2.523 3.496 0.974
O 0.422 2.019 -0.200
C 0.262 0.588 -0.552
Br 0.580 0.640 -2.566
C -1.224 -0.102 -0.497
Br -0.981 -2.056 -0.862
C -2.074 0.192 0.879
C -3.677 -0.072 0.479
H 3.404 -1.979 1.537
H 3.786 -2.954 -0.247
H 2.849 -0.937 -1.561
H -1.854 0.392 -1.381
H -1.721 -0.549 1.736
H -2.032 1.305 1.253
H -4.299 -0.524 1.363
H -4.144 0.929 0.079
H -3.709 -0.842 -0.430
Yb -3.899 -1.019 -1.883
*
```

Values from the calculation:
maximum force: 10.74 eV/A
energy above the lowest of the compared OMol25 structures with the same formula, charge and spin: 7.793 eV
HOMO level: -14.71 eV

***

Q: What is the maximum force in the third record?
A: 1.16 eV/A

***

Q: The lowest maximum force belongs to which entry?
A: C24H28AsIrN5

***

Q: Which of these has the highest maximum force?
A: C7H9Br2FO4SYb